The following is a quantum chemistry calculation of a structure of composition C33H45Br57N3P at a distorted geometry, from the Open Molecules 2025 dataset.

Kohn-Sham gap = 8.46 eV
HOMO energy = -8.830 eV
Lowest unoccupied orbital energy = -0.370 eV

ORCA input file:
```
! wB97M-V def2-TZVPD RIJCOSX def2/J DEFGRID3
* xyz 0 1
C 4.9373 3.6705 1.9154
C 5.0121 3.5516 0.3975
C 3.9528 4.3809 -0.3453
C 2.4936 4.0218 -0.0393
C 1.7369 3.2295 -1.1163
C 1.9634 3.9949 -2.3706
N 2.1533 4.6629 -3.2887
C 0.2009 3.1921 -0.9332
C -0.3985 3.5525 0.4250
C 0.0876 2.8603 1.7036
N -1.0700 2.2788 2.3842
C 2.4156 1.8236 -1.3410
C 2.2661 1.3747 -2.7207
N 2.1326 1.0056 -3.8025
P 1.7555 0.4346 -0.2652
C 2.1466 -1.0699 -1.2296
C 3.0283 0.4269 1.0659
C 4.4157 -0.1121 0.6664
H 4.1246 3.0846 2.3408
H 5.8493 3.2597 2.3490
H 4.8614 4.7067 2.2341
H 5.9780 3.9499 0.0821
H 5.0119 2.5087 0.0812
H 4.1924 4.3717 -1.4092
H 4.1146 5.4082 -0.0168
H 1.9322 4.9370 0.1444
H 2.4625 3.4681 0.8973
H -0.2157 2.2468 -1.2784
H -0.1874 3.9198 -1.6441
H -0.3474 4.6324 0.5583
H -1.4634 3.3332 0.3583
H 0.8981 2.1492 1.5466
H 0.4822 3.6212 2.3818
H -1.5697 1.6711 1.7473
H -0.7977 1.7612 3.2082
H 3.4884 1.9149 -1.1788
H 1.9115 -1.9328 -0.6120
H 3.1975 -1.1405 -1.5153
H 1.5584 -1.0834 -2.1401
H 2.6433 -0.1501 1.9038
H 3.1611 1.4525 1.4014
H 4.6672 0.1996 -0.3464
H 4.4409 -1.1995 0.6670
H 5.1746 0.2424 1.3591
C 2.3159 -6.3619 -1.4494
Br 4.1089 -5.8459 -1.9228
Br 1.9896 -6.1791 0.4354
Br 1.0069 -5.4059 -2.4807
H 2.1939 -7.4051 -1.7012
C -1.8094 -5.2699 2.7327
Br -2.3435 -6.1062 4.3796
Br -0.2387 -4.1836 2.9507
Br -1.5807 -6.5337 1.3094
H -2.5926 -4.5864 2.4434
C -2.3984 -3.7200 -4.6510
Br -3.0308 -4.7563 -3.1567
Br -0.8161 -2.7329 -4.1931
Br -2.1240 -4.8126 -6.2101
H -3.1682 -2.9989 -4.8902
C -0.9880 -3.1233 6.9828
Br 0.7244 -2.6001 6.2867
Br -1.2021 -2.5268 8.7944
Br -2.4524 -2.5495 5.8707
H -1.0060 -4.2042 6.9971
C 0.0668 -5.7258 11.4391
Br -1.8538 -5.6301 11.4270
Br 0.7224 -6.9998 12.7152
Br 0.7735 -6.0865 9.6798
H 0.4329 -4.7552 11.7402
C -2.8725 6.0599 -2.7273
Br -4.2729 4.9340 -3.4151
Br -3.0062 6.2753 -0.8192
Br -1.1340 5.4085 -3.2253
H -2.9967 7.0359 -3.1718
C 2.8069 -1.2981 10.1137
Br 3.7361 -0.8932 8.4795
Br 2.2247 -3.1344 10.1504
Br 3.8656 -0.8524 11.6577
H 1.9214 -0.6800 10.1415
C 3.0769 7.3418 -4.2316
Br 4.5863 8.1637 -5.0967
Br 3.0784 7.6532 -2.3323
Br 1.4130 7.8893 -5.0181
H 3.1580 6.2727 -4.3728
C 0.9529 -9.3483 -4.4609
Br 2.6966 -8.7468 -5.0028
Br 0.8230 -9.4475 -2.5420
Br -0.4393 -8.2432 -5.1921
H 0.8158 -10.3481 -4.8440
C 5.9756 2.3474 -4.2214
Br 6.1032 4.1359 -3.5263
Br 7.4856 1.8945 -5.3198
Br 5.7328 1.0713 -2.8030
H 5.0934 2.3069 -4.8449
C -3.3081 0.9090 -4.0615
Br -3.9897 -0.2702 -2.7035
Br -1.7890 1.9156 -3.4516
Br -2.9204 -0.0672 -5.6726
H -4.0916 1.6134 -4.2970
C -2.3684 2.7654 6.7602
Br -2.2344 0.8686 6.4620
Br -1.5203 3.8480 5.4187
Br -4.2184 3.2776 6.9687
H -1.8826 2.9712 7.7020
C -3.7613 -2.7859 -10.3421
Br -3.6988 -4.6839 -10.0359
Br -5.4129 -2.2789 -11.1790
Br -3.5062 -1.7877 -8.7187
H -2.9546 -2.5382 -11.0154
C -6.0760 5.3141 4.2860
Br -4.8459 4.9977 2.8461
Br -5.8489 7.0678 5.0428
Br -7.8975 5.0016 3.7488
H -5.8431 4.5999 5.0611
C 1.9999 10.9646 -0.1408
Br 1.8041 12.2027 1.3188
Br 0.7245 9.5293 -0.0294
Br 1.9103 11.8508 -1.8443
H 2.9834 10.5265 -0.0602
C -5.8268 -6.2278 -12.7708
Br -7.7259 -5.9384 -12.6855
Br -5.3284 -7.9068 -11.9715
Br -5.1633 -6.0746 -14.5693
H -5.3588 -5.4472 -12.1881
C -5.9449 -2.4267 0.6270
Br -4.1538 -3.0691 0.9207
Br -6.0405 -0.5182 0.8343
Br -6.6004 -2.9756 -1.0913
H -6.5766 -2.8679 1.3832
C 5.0295 -8.3068 13.0280
Br 6.6974 -9.0662 12.4456
Br 4.5636 -6.7504 11.9981
Br 3.6197 -9.6192 13.0245
H 5.1633 -7.9861 14.0499
C -8.1114 -1.1452 -7.6071
Br -6.8710 -0.7887 -6.1779
Br -7.6344 -0.1830 -9.2016
Br -8.2640 -3.0319 -7.9508
H -9.0812 -0.7928 -7.2905
*
```

The following is a quantum chemistry calculation of an isolated molecule of C11H12NP at a distorted geometry, from the Open Molecules 2025 dataset.

Relative energy (zero: lowest compared OMol25 entry of this formula, charge and spin) = 0.2 kcal per mole
Kohn-Sham gap = 8.08 eV
HOMO energy = -7.961 eV
Lowest unoccupied orbital energy = 0.123 eV

ORCA input file:
```
! wB97M-V def2-TZVPD RIJCOSX def2/J DEFGRID3
* xyz 0 1
C 2.1146 -1.2124 1.2828
P 1.8019 -1.0393 -0.5153
C 3.2071 0.0331 -1.0292
C 0.4786 0.3009 -0.3211
C 0.7359 1.6401 -0.0319
C -0.4138 2.4698 0.1192
C -1.6751 1.9734 0.0902
C -1.9057 0.5954 0.0333
C -3.1486 0.0020 -0.0321
C -3.2467 -1.3853 -0.1791
C -2.0482 -2.1198 -0.3580
N -0.8878 -1.5388 -0.4546
C -0.8023 -0.2417 -0.3016
H 1.4537 -0.4149 1.6671
H 3.1959 -1.1986 1.4759
H 1.7435 -2.1704 1.7231
H 3.9641 -0.6319 -0.9285
H 3.4408 0.8756 -0.4812
H 3.1623 0.4611 -2.0650
H 1.8029 1.9392 0.1240
H -0.3387 3.5303 0.1513
H -2.5105 2.6177 0.1051
H -3.8873 0.6988 0.4085
H -4.1947 -1.8885 -0.0521
H -2.0420 -3.2957 -0.4307
*
```

The following is a quantum chemistry calculation of a cluster of 9 separate species, H16NO11 in total at a distorted geometry, from the Open Molecules 2025 dataset.

Relative energy (zero: lowest compared OMol25 entry of this formula, charge and spin) = 62.3 kcal per mole
Kohn-Sham gap = 9.71 eV
HOMO energy = -6.690 eV
Lowest unoccupied orbital energy = 3.025 eV

ORCA input file:
```
! wB97M-V def2-TZVPD RIJCOSX def2/J DEFGRID3
* xyz -1 1
N 0.2285 0.1857 -0.1140
O 0.6636 1.3140 -0.3604
O -0.9930 -0.0197 0.0209
O 0.9523 -0.7932 0.1232
O -1.3416 3.4270 -1.3477
H -1.0543 3.9298 -0.5214
H -0.9404 2.5741 -1.3936
O -3.2763 0.6020 1.8047
H -4.0596 0.8211 1.2076
H -2.7524 0.1836 1.2580
O -0.5320 -3.0100 -0.8410
H 0.0231 -2.3793 -0.8547
H -0.7481 -3.2199 0.1060
O 2.6932 2.2555 1.5865
H 2.2993 2.1422 2.5096
H 1.9653 1.9685 0.9923
O 3.1375 -2.0136 0.8965
H 3.7858 -2.0474 0.2013
H 2.5641 -1.6011 0.2692
O -1.1282 -2.5253 2.3012
H -1.0161 -2.7721 3.1181
H -0.6841 -1.5870 2.4186
O -2.3882 -0.0407 -2.3674
H -2.0000 -0.3939 -1.6132
H -2.6946 0.8482 -2.0812
O 2.8003 0.8991 -2.3732
H 2.5305 0.1031 -2.9538
H 1.9653 1.1493 -1.9919
*
```

The following is a quantum chemistry calculation of a structure of composition C26H31F3O4S2 at a distorted geometry, from the Open Molecules 2025 dataset.

Relative energy (zero: lowest compared OMol25 entry of this formula, charge and spin) = 39.6 kcal per mole
Kohn-Sham gap = 8.76 eV
HOMO energy = -8.524 eV
Lowest unoccupied orbital energy = 0.235 eV

ORCA input file:
```
! wB97M-V def2-TZVPD RIJCOSX def2/J DEFGRID3
* xyz 0 1
F 4.3189 0.7896 -3.9686
C 3.4559 0.0306 -3.2036
C 4.0159 -0.7424 -2.1166
C 3.1409 -1.3834 -1.2736
C 1.7069 -1.2374 -1.3996
C 1.1539 -0.5524 -2.5386
C 2.0149 0.1806 -3.3706
H 5.0069 -0.8854 -2.1016
H 3.5569 -2.0504 -0.4696
H 1.0699 -1.7304 -0.7316
H -0.0591 -0.4744 -2.5146
H 1.4829 0.9046 -4.1786
F -3.1311 -2.0564 -1.1136
C -2.8221 -1.3864 0.0954
C -1.9221 -0.3624 0.1234
C -1.3601 0.2236 1.3594
C -2.0231 -0.0704 2.5224
C -2.9761 -1.0824 2.6184
C -3.2081 -1.8494 1.4064
H -1.4141 -0.2554 -0.8926
H -0.5801 0.8406 1.5474
H -1.6781 0.4216 3.4494
H -3.3921 -1.5284 3.5594
H -4.0201 -2.4434 1.4104
F -2.2291 -6.6864 1.9454
C -3.3521 -6.4904 1.1104
C -3.4301 -7.1614 -0.1476
C -4.4301 -6.9924 -0.9996
C -5.5481 -6.2244 -0.4766
C -5.4621 -5.5144 0.6944
C -4.3111 -5.6224 1.4484
H -2.6221 -7.6054 -0.3786
H -4.5421 -7.6004 -1.7696
H -6.4911 -6.0714 -1.1486
H -6.3321 -4.7684 1.0134
H -4.2481 -4.8884 2.4314
C 4.7579 3.6116 1.3394
C 4.2229 3.3526 2.7674
C 4.1709 1.9216 2.9054
S 3.6059 1.1796 1.3674
O 2.2409 1.0886 1.3614
O 4.4859 0.1076 1.0944
C 4.1029 2.5166 0.3814
H 5.8359 3.2176 1.6044
H 4.7039 4.6636 1.1154
H 3.2719 3.7736 2.8434
H 4.8799 3.7266 3.6014
H 3.5909 1.6916 3.9964
H 5.2739 1.5406 2.9444
H 3.1979 2.8126 -0.1496
H 5.0079 2.0626 -0.2486
C -0.5991 3.9086 0.0424
C -1.2271 4.7536 -1.0246
C -1.8111 4.0666 -2.0476
S -0.7501 2.8066 -2.3966
O 0.2489 3.1616 -3.4126
O -1.5221 1.5936 -2.5146
C 0.1639 2.8816 -0.8296
H -1.2731 3.2236 0.3324
H -0.1471 4.3606 0.9254
H -0.6251 5.6116 -1.2896
H -2.0411 5.3406 -0.5196
H -1.8591 4.7756 -2.6386
H -2.6741 3.6026 -1.9606
H 1.1839 3.1066 -1.0286
H 0.2419 1.8666 -0.5046
*
```

Question: Which of these has the highest HOMO energy?
Answer: H16NO11

Question: Which of these has the highest Kohn-Sham gap?
Answer: H16NO11

Question: Which of these has the lowest lowest unoccupied orbital energy?
Answer: C33H45Br57N3P